Entry 1:
C4H4O2 | the ωB97M-V functional and the def2-TZVPD basis

Net charge ... 0
Orbital gap ... 10.45 eV
Multiplicity ... 1

Last column: Mulliken charge in e.
Geometry (Å):
C1 -0.955754 -1.029762 -0.058169  -0.275
H1 0.624768 1.421176 0.829388  0.274
C2 1.171000 -0.363670 0.017758  0.446
C3 0.362149 0.896716 -0.005058  -0.340
C4 -1.045412 0.330645 0.026098  -0.259
H2 -1.976415 0.936256 0.158735  0.311
H3 -1.553752 -1.908609 -0.230541  0.415
O1 2.393258 -0.367284 -0.026106  -0.559
O2 0.377756 -1.479869 0.088085  -0.325
H4 0.602400 1.564397 -0.800193  0.313

Forces on the atoms, in the same order (eV/Å):
C 1.1 1.7 0.6
H 0.6 1.4 2.6
C 3.1 0.4 -0.5
C -2.0 -2.3 -0.7
C -1.0 -1.1 -0.2
H 1.0 -0.8 -0.6
H -0.8 0.5 0.3
O -2.3 -0.8 0.2
O 0.2 1.0 -0.7
H 0.1 0.1 -1.0

Entry 2:
C5H6F2 | the ωB97M-V functional and the def2-TZVPD basis

Net charge ... 0
Orbital gap (alpha / beta) ... 7.20 / 7.21 eV
Multiplicity ... 1

Last column: Mulliken charge in e.
Geometry (Å):
H1 2.289096 -0.132092 0.988945  0.305
H2 0.621115 -1.695604 -1.499262  0.235
C1 0.412857 0.136787 -0.199778  0.976
F1 -2.497216 1.073554 -0.640541  -0.123
C2 -1.742273 1.313279 0.441963  -0.149
C3 1.323005 0.410502 -1.258005  -0.617
H3 0.834677 -1.295373 1.341599  0.325
C4 0.283504 -0.672198 -1.430837  -0.593
F2 -2.072998 0.192004 1.275681  -0.181
H4 0.584655 0.379652 1.844437  0.339
H5 -0.590620 -0.521245 -2.160839  0.214
C5 1.063417 -0.299252 1.111761  -1.081
H6 -0.509217 1.109985 0.184875  0.349

Forces on the atoms, in the same order (eV/Å):
H -3.3 -0.4 0.7
H 0.1 -0.3 0.2
C -1.3 0.1 1.2
F 1.0 0.6 1.1
C -2.5 -3.3 0.5
C 0.2 0.5 -1.2
H -0.2 -1.4 0.3
C -1.3 0.4 -0.5
F 0.6 2.4 -1.3
H 0.9 -0.5 0.2
H 1.3 0.2 1.0
C 2.2 2.5 -1.0
H 2.2 -1.0 -1.2

Entry 3:
C3H6FN | the ωB97M-V functional and the def2-TZVPD basis

Net charge ... 0
Orbital gap ... 9.69 eV
Multiplicity ... 1

Last column: Mulliken charge in e.
Geometry (Å):
H1 0.684360 1.828554 -0.874019  0.335
H2 0.305804 -1.032965 2.055909  0.243
N1 -0.406551 -0.779980 1.387547  -0.494
H3 0.268628 -1.332577 -1.256451  0.132
H4 -1.783679 0.622214 0.522451  0.219
H5 -0.261536 -1.352456 0.620368  0.200
F1 -0.308198 1.554273 1.765621  -0.274
C1 0.518719 0.746533 -0.896286  0.015
C2 0.648646 -0.380336 -1.585840  -0.762
H6 1.005538 -0.416437 -2.563656  0.278
C3 -0.671732 0.543178 0.824355  0.108

Forces on the atoms, in the same order (eV/Å):
H 0.4 -0.7 -0.9
H 0.2 1.2 0.1
N -1.4 1.7 0.5
H -0.2 -0.1 0.4
H 1.9 0.3 0.4
H 0.1 -1.6 -1.6
F -0.7 -1.5 -1.7
C -3.0 -0.7 3.7
C -0.6 1.6 1.2
H 1.1 0.1 -1.5
C 2.3 -0.3 -0.6

Entry 4:
C2HF2N | the ωB97M-V functional and the def2-TZVPD basis

Net charge ... 0
Orbital gap ... 11.57 eV
Multiplicity ... 1

Last column: Mulliken charge in e.
Geometry (Å):
C1 2.127851 -0.262501 0.207480  0.074
C2 -1.589302 0.135712 -0.259564  0.093
F1 1.105331 -0.953526 -0.131592  -0.034
H1 -1.995843 -0.750409 -0.761114  0.259
F2 1.582851 0.879388 0.512693  -0.057
N1 -1.230889 0.951334 0.432098  -0.335

Forces on the atoms, in the same order (eV/Å):
C 0.1 0.9 0.3
C -1.4 -2.8 -1.4
F -0.5 -1.4 -0.5
H 0.5 1.0 0.2
F 0.7 0.4 0.2
N 0.6 1.8 1.2

Entry 5:
C3H4FeO3 | the ωB97M-V functional and the def2-TZVPD basis

⟨S²⟩ ... 8.762
Net charge ... -1
Orbital gap (alpha / beta) ... 6.10 / 8.40 eV
Multiplicity ... 6

Last column: Mulliken charge in e.
Geometry (Å):
O1 -0.411369 -1.539779 -0.168973  -0.190
H1 -2.890206 -0.909941 0.598049  0.260
Fe1 0.009458 0.758191 1.817031  -0.095
H2 -3.093259 0.474250 -0.496912  0.272
C1 0.490642 -1.107607 0.773073  0.125
H3 -1.738486 -1.059534 -1.617964  0.291
H4 -0.668186 0.284599 -1.126287  0.316
O2 -1.912361 0.832729 1.157294  -0.731
C2 -2.360243 -0.025941 0.175828  -0.086
O3 0.945762 -2.003727 1.485218  -0.562
C3 -1.273804 -0.560945 -0.755323  -0.601

Forces on the atoms, in the same order (eV/Å):
O -0.4 -0.3 -0.5
H 0.1 0.2 -0.1
Fe -1.0 0.0 -0.7
H 0.1 0.0 0.2
C -0.5 -0.3 1.7
H 0.1 0.1 0.2
H -0.2 -0.1 0.1
O 1.3 -0.1 0.5
C -0.1 -0.3 -0.2
O 0.2 0.7 -0.9
C 0.4 0.1 -0.2

Entry 6:
C4H4ClN2O3S | the ωB97M-V functional and the def2-TZVPD basis

Net charge ... -1
Orbital gap (alpha / beta) ... 6.49 / 6.49 eV
Multiplicity ... 1

Last column: Mulliken charge in e.
Geometry (Å):
C1 -1.505139 1.376997 0.342156  0.225
C2 0.804979 0.764856 0.043592  -0.829
N1 -0.836184 -0.991011 -0.296734  -0.890
N2 -2.093333 -1.478503 -0.241707  0.241
C3 -3.094051 -0.758071 0.318807  -0.144
H1 1.107340 1.031108 1.120117  0.205
H2 -2.159705 -2.467213 -0.520852  0.253
S1 -3.296868 0.973592 -0.154115  0.871
O1 -1.095813 2.460440 0.676439  -0.646
Cl1 -4.622575 -1.457792 0.175352  -0.245
O2 -3.575094 1.008753 -1.571985  -0.632
C4 -0.681298 0.298998 -0.020176  0.707
O3 -4.276889 1.555301 0.716096  -0.624
H3 1.596763 -0.068697 -0.280794  0.270
H4 0.958118 1.507363 -0.791191  0.238

Forces on the atoms, in the same order (eV/Å):
C -2.0 -0.8 -0.9
C 1.6 -1.8 -0.6
N -2.1 -0.8 -0.5
N 2.9 0.3 -0.4
C 0.0 2.2 0.2
H -0.5 0.3 -1.9
H -0.2 1.0 0.4
S 1.6 -2.0 0.7
O -0.3 1.2 0.4
Cl -1.7 -1.4 0.1
O 0.2 0.8 -0.7
C 2.9 -0.8 0.5
O -0.4 0.6 0.4
H -2.1 1.2 0.8
H -0.1 0.0 1.5

Entry 7:
C28H46ClN6NiSe | the ωB97M-V functional and the def2-TZVPD basis

Net charge ... +1
Orbital gap ... 7.89 eV
Multiplicity ... 1

Last column: Mulliken charge in e.
Geometry (Å):
H1 3.971786 -0.628606 -0.665875  0.398
H2 6.387053 -0.879411 0.260541  0.475
C1 0.137230 -6.529980 -2.516351  -0.523
C2 6.120600 -1.087967 -2.433970  -1.170
H3 -2.085165 3.006244 0.932536  0.371
H4 2.132423 -5.766971 -2.203435  0.275
H5 -0.700292 -2.236384 1.255176  0.956
H6 -0.128402 0.933878 -1.646881  0.241
H7 -3.489831 -1.613389 -3.468178  0.428
C3 -2.089816 -1.921173 -0.376212  0.119
N1 -2.424322 0.432288 1.393198  -0.451
H8 1.214104 3.051764 2.621292  0.349
H9 3.841428 -4.206243 4.442051  0.439
H10 5.353910 -2.971663 -1.714968  0.124
C4 -1.569052 2.626519 1.815466  -0.764
H11 -1.900838 -7.277585 -2.444276  0.390
H12 1.128520 -5.910261 1.577066  0.503
H13 4.162949 -0.714661 1.094031  0.184
C5 -4.405778 -2.653433 -0.379999  -1.029
H14 1.559560 -1.085260 2.101445  -0.068
C6 2.263871 -4.179856 0.955621  0.977
H15 0.813528 3.807963 0.625998  0.283
Se1 2.261754 -1.995201 -2.438868  -0.108
H16 -1.883494 1.089991 3.295483  0.377
C7 2.448971 -5.144710 3.103598  -0.818
C8 0.690423 2.093723 2.540812  -1.294
H17 -1.347779 -1.261174 -2.278192  0.447
H18 -0.027035 -4.700580 -0.319798  0.475
H19 1.408624 2.698828 -1.544653  0.526
H20 2.171728 -5.899802 3.826526  0.426
C9 -4.497042 -2.344865 -1.725542  0.277
H21 6.758026 -0.269187 -2.090027  0.329
C10 6.078783 -2.213315 -1.405498  -0.252
C11 4.288266 -1.267773 0.157964  -1.042
H22 2.175239 1.937595 -0.172059  0.236
H23 0.096039 1.981045 3.449922  0.348
C12 0.787773 -4.593720 -1.037788  -1.537
C13 -2.373769 1.495587 2.408782  -0.683
N2 0.592400 0.815859 -0.941975  -0.324
Cl1 -5.990239 -2.622047 -2.569149  -0.208
H24 1.470570 -6.630459 -0.820909  0.328
C14 1.687751 0.949954 2.478917  -0.145
C15 -3.405763 -1.835027 -2.412749  -0.967
H25 -1.670848 -5.803917 -1.521843  0.151
C16 2.522478 -2.801193 -0.800208  -0.352
C17 -2.212007 -1.630478 -1.734907  -0.153
H26 7.049162 -2.712569 -1.370519  0.389
H27 2.358490 1.066590 1.630308  -0.052
C18 -0.799074 -1.656168 0.332171  1.126
H28 0.448987 -3.925361 -1.828814  0.453
H29 5.123987 -0.693500 -2.635661  0.217
C19 1.221050 -5.928775 -1.622864  -0.565
N3 3.360109 -2.395230 0.194342  1.143
H30 -5.261358 -3.065107 0.138554  0.442
H31 0.498867 -7.483070 -2.905740  0.384
Ni1 -0.557957 0.096987 0.749595  -0.080
N4 1.874719 -3.901532 -0.347670  0.813
C20 -3.200257 -2.443724 0.282747  -0.024
H32 2.305029 0.957737 3.382041  0.541
C21 -1.195895 -6.746604 -1.804298  -0.987
C22 1.862191 -5.162622 1.846687  -0.792
H33 -1.066079 -7.341949 -0.896145  0.278
H34 4.549739 -2.466921 2.824356  0.477
H35 1.278752 0.186767 -1.378242  -0.092
H36 -3.361184 1.847730 2.716474  0.484
C23 5.738371 -1.720944 0.000482  -0.769
H37 0.441936 -0.546896 3.142062  0.272
C24 3.210570 -3.225602 1.302134  -0.062
H38 5.936777 -2.506390 0.734464  0.362
H39 -1.484388 3.461113 2.519883  0.290
H40 -2.868869 -0.408923 1.742067  0.259
C25 1.209275 2.114445 -0.642406  -0.621
H41 6.521800 -1.437859 -3.385145  0.371
H42 -0.558588 3.268580 -0.329994  0.376
H43 -2.988024 0.722972 0.599105  0.262
C26 3.402285 -4.182562 3.453898  -0.892
H44 -3.123023 -2.716931 1.332141  0.548
H45 -0.008461 -5.877585 -3.382102  0.310
N5 0.944703 -0.301087 2.295730  -0.274
H46 0.036559 -1.837603 -0.341086  -1.510
C27 3.803850 -3.203469 2.555974  -0.660
N6 -0.244691 2.124684 1.387256  0.905
C28 0.290704 2.918334 0.257790  -0.869

Forces on the atoms, in the same order (eV/Å):
H 0.0 0.0 0.0
H 0.0 0.0 0.0
C 0.0 0.0 0.0
C 0.0 0.0 0.0
H 0.0 0.0 0.0
H 0.0 0.0 0.0
H 0.0 -0.2 -0.1
H 0.0 0.0 -0.1
H 0.0 0.0 0.0
C 0.5 -0.2 0.2
N -0.2 -0.2 0.1
H 0.0 0.0 0.0
H 0.0 0.0 0.0
H 0.0 0.0 0.0
C 0.1 0.2 0.1
H 0.0 0.0 0.0
H 0.0 0.0 0.0
H 0.0 0.0 0.0
C 0.1 0.0 0.1
H 0.1 0.0 -0.1
C -0.1 -0.1 -0.1
H 0.0 0.0 0.0
Se 0.1 0.0 0.1
H 0.0 0.0 0.0
C 0.0 0.0 0.0
C 0.0 0.1 0.0
H 0.0 0.0 0.0
H 0.0 0.0 0.0
H 0.0 0.0 0.0
H 0.0 0.0 0.0
C -0.1 0.0 -0.1
H 0.0 0.0 0.0
C 0.0 0.0 0.0
C 0.0 -0.1 0.0
H 0.0 0.0 0.0
H 0.0 0.0 0.0
C 0.1 0.1 0.0
C -0.1 0.0 0.0
N 0.1 -0.4 -0.2
Cl 0.1 0.0 0.0
H 0.0 0.0 0.0
C -0.1 -0.1 -0.1
C 0.1 0.0 0.1
H 0.0 0.0 0.0
C 0.0 0.0 0.0
C -0.2 0.0 -0.2
H 0.0 0.0 0.0
H 0.0 0.0 0.0
C -0.5 -1.0 -0.7
H 0.0 0.0 0.0
H 0.0 0.0 0.0
C 0.0 0.0 0.0
N 0.0 0.1 0.1
H 0.0 0.0 0.0
H 0.0 0.0 0.0
Ni 0.4 2.2 0.6
N -0.3 0.0 0.1
C -0.2 0.0 0.0
H 0.0 0.0 0.0
C 0.0 0.0 0.0
C 0.0 0.0 0.1
H 0.0 0.0 0.0
H 0.0 0.0 0.0
H -0.2 0.0 0.2
H 0.0 0.0 -0.1
C 0.0 0.0 0.0
H 0.0 0.0 0.1
C 0.1 0.1 -0.1
H 0.0 0.0 0.0
H 0.0 0.0 0.0
H 0.0 0.0 0.0
C 0.0 -0.1 0.0
H 0.0 0.0 0.0
H 0.0 -0.1 0.0
H -0.1 0.0 0.0
C -0.1 0.0 0.0
H 0.0 0.0 0.0
H 0.0 0.0 0.0
N 0.1 -0.2 0.0
H 0.2 -0.3 0.0
C 0.0 0.0 0.1
N 0.1 -0.2 -0.1
C 0.0 0.1 0.1

Entry 8:
C6H12O | the ωB97M-V functional and the def2-TZVPD basis

Net charge ... 0
Orbital gap ... 9.23 eV
Multiplicity ... 1

Last column: Mulliken charge in e.
Geometry (Å):
O1 4.101729 -2.600195 -3.847756  -0.632
C1 -1.616584 -0.671896 1.859265  0.092
H1 4.510157 -3.475549 -3.771957  0.316
H2 -3.400929 -1.725550 2.624652  0.296
H3 -2.200622 0.186530 0.061745  0.255
H4 2.031385 1.989188 -0.084706  0.252
C2 -0.026870 1.811932 -0.293255  -0.194
H5 4.188653 -2.593201 -4.815585  0.316
C3 -2.637860 -1.764075 1.837497  -1.170
C4 1.231092 2.633420 -0.439898  -1.092
H6 -0.005567 1.510490 1.767426  0.299
H7 -3.136336 -1.827488 0.874475  0.305
H8 1.387156 3.180419 -1.361381  0.347
C5 -0.407918 1.188244 0.810084  -0.203
C6 -1.515058 0.236908 0.902888  -0.432
H9 -1.013215 -0.655952 2.762459  0.305
H10 -2.182834 -2.700098 2.186846  0.311
H11 1.226743 3.561450 0.159192  0.292
H12 -0.533128 1.715420 -1.231984  0.337

Forces on the atoms, in the same order (eV/Å):
O 0.6 -0.9 -1.1
C -1.0 -0.3 0.7
H -0.1 0.0 1.0
H -0.2 0.8 -0.1
H 0.1 -0.1 -0.1
H 0.6 0.4 -0.5
C 0.6 0.7 -0.8
H -0.4 0.9 0.1
C -0.1 -0.4 0.9
C -0.4 1.1 1.4
H 0.6 -0.4 0.0
H 0.1 -0.3 0.0
H 0.1 -1.1 -0.9
C -0.9 0.7 0.5
C 0.6 0.0 -0.5
H 0.4 0.2 -0.2
H 0.2 -0.1 -0.9
H -0.1 -0.6 0.8
H -0.6 -0.6 -0.3

Here are the calculated ΔE to the lowest compared entry with this formula, charge and spin numbers, same order: 32.4, 731.9, 248.3, 221.3, 64.6, 162.5, 30.1, 196.6 (kJ/mol).
Here are the calculated largest force on an atom numbers, same order: 0.0621, 0.0803, 0.0935, 0.0660, 0.0348, 0.0599, 0.0450, 0.0361 (Eh/bohr).